(1)
This record from the Open Molecules 2025 dataset describes a cluster of 4 separate species, C3H11N2O3 in total at a distorted geometry. The level of theory is ωB97M-V/def2-TZVPD.

LUMO energy (spin up / spin down) ... 0.87 / 0.84 eV
HOMO-LUMO gap (spin up / spin down) ... 0.1742 / 0.3125 Ha
Spin multiplicity ... 2
Strongest force on any atom ... 1.00 eV Å⁻¹
HOMO level (spin up / spin down) ... -3.8723 / -7.6598 eV
ΔE to the lowest compared entry with this formula, charge and spin ... 4.1 kJ/mol

```
19
Properties=species:S:1:pos:R:3:nbo_charge:R:1
C 0.118 0.145 0.658 -0.100
C 0.236 1.288 -0.038 -0.098
N -1.030 1.731 -0.387 -0.585
C -1.975 0.867 0.184 -0.055
N -1.228 -0.170 0.765 -0.573
H 0.933 -0.439 1.049 0.213
H 1.138 1.722 -0.452 0.209
H -1.260 2.527 -0.950 0.406
H -2.975 1.107 0.477 0.180
H -1.624 -0.779 1.453 0.402
H -3.308 0.271 4.111 0.466
H -3.648 1.645 3.549 0.469
O -2.980 0.953 3.504 -0.935
H 6.175 -3.587 -0.400 0.472
H 6.013 -3.116 -1.884 0.471
O 5.548 -3.497 -1.128 -0.943
H 0.315 -1.225 -3.771 0.469
H 0.644 0.288 -3.705 0.466
O 0.202 -0.429 -3.246 -0.934
```

***

(2)
This record from the Open Molecules 2025 dataset describes the molecule C3H5NO2 at a distorted geometry. The level of theory is ωB97M-V/def2-TZVPD.

LUMO energy ... 0.62 eV
HOMO-LUMO gap ... 0.3304 Ha
Strongest force on any atom ... 2.41 eV Å⁻¹
HOMO level ... -8.3668 eV
ΔE to the lowest compared entry with this formula, charge and spin ... 409.4 kJ/mol
SMILES ... N=C=C(O)CO

```
11
Properties=species:S:1:pos:R:3:nbo_charge:R:1
O 1.718 -0.092 1.087 -0.661
C 0.529 0.026 0.425 -0.003
C -0.364 1.244 0.207 -0.103
O -1.552 0.468 0.012 -0.701
C 0.073 -0.915 -0.425 0.398
N -0.077 -1.709 -1.338 -0.638
H 2.378 -0.264 0.404 0.478
H -1.233 -0.174 0.727 0.470
H -0.514 1.944 1.036 0.182
H -0.094 1.809 -0.698 0.185
H -0.864 -2.337 -1.437 0.393
```

***

(3)
This record from the Open Molecules 2025 dataset describes a structure of composition C39H41NO2P2Sn at a distorted geometry. The level of theory is ωB97M-V/def2-TZVPD.

LUMO energy ... -0.99 eV
HOMO-LUMO gap ... 0.2553 Ha
Strongest force on any atom ... 1.83 eV Å⁻¹
HOMO level ... -7.9399 eV

```
86
Properties=species:S:1:pos:R:3:mulliken_charge:R:1
Sn 1.754 -1.503 -1.822 0.825
C -2.718 0.324 0.659 -0.642
C -2.781 0.117 -0.662 0.031
C -3.175 1.075 -1.734 -1.042
C -1.994 1.714 -2.502 0.188
C -1.119 2.616 -1.673 -0.623
C -1.271 2.967 -0.387 -0.195
C -2.485 2.905 0.508 -1.044
C -2.721 1.649 1.370 -0.546
C 3.357 -0.197 -1.020 -1.309
H -2.647 -0.551 1.337 0.399
H -2.406 -0.827 -1.095 0.288
H -3.813 1.848 -1.329 0.424
H -3.781 0.529 -2.474 0.512
H -1.418 0.883 -2.941 -0.222
H -2.404 2.292 -3.353 0.373
H -0.290 3.052 -2.251 0.412
H -0.454 3.471 0.137 0.308
H -3.393 3.137 -0.058 0.367
H -2.326 3.719 1.237 0.374
H -1.984 1.597 2.185 0.212
H -3.669 1.803 1.912 0.433
H 3.958 -0.592 -0.190 0.322
H 2.749 0.638 -0.655 0.283
H 3.986 0.103 -1.866 0.444
P 0.164 -2.279 -8.707 0.063
P 2.111 0.265 -9.107 -0.037
C -0.462 -0.716 -9.370 -0.765
C 0.377 0.321 -9.614 -0.647
C -0.616 -3.414 -9.968 0.287
C -1.744 -3.076 -10.733 0.196
C -2.273 -3.982 -11.662 -0.615
C -1.673 -5.232 -11.849 -0.478
C -0.516 -5.556 -11.124 -0.498
C 0.020 -4.649 -10.209 -0.465
C -0.929 -2.407 -7.233 0.651
C -0.647 -1.529 -6.170 -0.964
C -1.426 -1.567 -5.016 0.021
C -2.502 -2.461 -4.932 -0.601
C -2.777 -3.336 -5.990 -0.604
C -1.979 -3.325 -7.137 -0.417
C 2.741 0.977 -10.727 0.344
C 2.593 0.185 -11.885 -0.360
C 2.971 0.685 -13.134 -0.596
C 3.497 1.978 -13.258 -0.457
C 3.644 2.761 -12.110 -0.564
C 3.283 2.262 -10.852 -0.263
C 2.152 1.777 -8.070 0.360
C 3.304 1.937 -7.283 -0.485
C 3.472 3.091 -6.525 -0.584
C 2.476 4.077 -6.521 -0.494
C 1.314 3.902 -7.282 -0.699
C 1.140 2.744 -8.045 0.118
H -1.540 -0.627 -9.542 0.599
H 0.047 1.210 -10.170 0.859
H -2.229 -2.107 -10.635 0.162
H -3.160 -3.707 -12.240 0.378
H -2.106 -5.952 -12.552 0.354
H -0.036 -6.523 -11.277 0.376
H 0.937 -4.894 -9.673 0.357
H 0.177 -0.822 -6.260 0.394
H -1.202 -0.898 -4.182 0.297
H -3.137 -2.460 -4.043 0.389
H -3.617 -4.028 -5.927 0.365
H -2.175 -4.018 -7.955 0.326
H 2.159 -0.816 -11.816 0.401
H 2.855 0.074 -14.030 0.361
H 3.790 2.371 -14.237 0.353
H 4.043 3.772 -12.193 0.366
H 3.407 2.899 -9.975 0.263
H 4.060 1.154 -7.289 0.375
H 4.375 3.211 -5.929 0.419
H 2.599 4.972 -5.905 0.388
H 0.528 4.661 -7.275 0.396
H 0.224 2.610 -8.617 0.351
O 0.553 1.729 1.546 -0.631
C 0.747 0.516 1.564 0.052
C 0.903 -0.217 2.903 -0.324
C 1.137 -1.656 2.524 -0.524
C 0.961 -1.627 0.998 0.679
O 0.986 -2.610 0.201 -0.806
N 0.855 -0.374 0.502 -0.059
H 1.737 0.201 3.485 0.303
H 0.006 -0.085 3.522 0.214
H 2.172 -1.962 2.745 0.235
H 0.477 -2.362 3.040 0.314
```

***

(4)
This record from the Open Molecules 2025 dataset describes a structure of composition C31H46NTi at a distorted geometry. The level of theory is ωB97M-V/def2-TZVPD.

LUMO energy ... -10.16 eV
Net charge ... +3
HOMO-LUMO gap ... 0.2668 Ha
Strongest force on any atom ... 1.30 eV Å⁻¹
HOMO level ... -17.4190 eV
ΔE to the lowest compared entry with this formula, charge and spin ... 21.4 kJ/mol

```
79
Properties=species:S:1:pos:R:3:mulliken_charge:R:1
Ti -0.873 -0.340 0.129 -2.190
C 2.014 -2.419 -1.051 -2.246
C 1.008 -2.190 0.047 1.095
C 1.377 -1.650 1.297 0.955
C 2.792 -1.293 1.639 -2.240
C 0.398 -1.484 2.300 1.411
C 0.744 -0.956 3.657 -1.891
C -0.934 -1.876 2.065 1.043
C -1.976 -1.708 3.143 -2.097
C -1.263 -2.584 0.886 1.119
C -2.561 -3.358 0.887 -2.253
C -0.305 -2.704 -0.144 0.665
C -0.581 -3.592 -1.332 -1.992
H 1.651 -2.070 -2.016 0.208
H 2.205 -3.488 -1.168 0.498
H 2.970 -1.944 -0.868 0.465
H 2.869 -0.244 1.939 0.496
H 3.499 -1.488 0.843 0.296
H 3.109 -1.885 2.499 0.526
H 0.170 -0.059 3.891 0.392
H 1.794 -0.719 3.777 0.491
H 0.472 -1.702 4.408 0.410
H -1.806 -0.824 3.752 0.417
H -1.950 -2.570 3.816 0.500
H -2.983 -1.659 2.736 0.475
H -2.594 -3.962 1.795 0.437
H -2.643 -4.038 0.047 0.571
H -3.441 -2.717 0.904 0.394
H -1.620 -3.575 -1.631 0.548
H -0.338 -4.624 -1.062 0.266
H 0.023 -3.338 -2.196 0.543
C -1.450 -0.068 -2.043 0.081
C -2.599 -0.655 -1.444 1.041
C -3.065 0.226 -0.441 0.948
C -2.285 1.413 -0.506 0.437
C -1.290 1.239 -1.492 0.748
C -0.448 2.347 -2.039 -1.046
C -2.571 2.671 0.245 -1.384
C -4.282 0.037 0.417 -1.638
C -3.377 -1.820 -1.975 -1.654
C -0.723 -0.584 -3.256 -1.300
H 0.012 2.939 -1.248 0.289
H -1.084 3.017 -2.621 0.310
H 0.328 1.986 -2.712 0.452
H -1.688 3.296 0.360 0.312
H -2.994 2.481 1.232 0.387
H -3.315 3.242 -0.318 0.437
H -4.049 -0.051 1.481 0.254
H -4.841 -0.850 0.126 0.445
H -4.942 0.899 0.313 0.414
H -3.593 -2.589 -1.244 0.369
H -2.890 -2.281 -2.830 0.502
H -4.339 -1.436 -2.322 0.377
H 0.114 -1.241 -3.029 0.022
H -0.339 0.243 -3.850 0.464
H -1.399 -1.145 -3.899 0.430
C 3.132 3.663 -1.723 -0.754
N 3.689 2.398 -1.118 0.066
C 4.748 1.802 -2.012 -0.778
C 2.604 1.401 -0.800 -0.447
C 1.744 1.769 0.390 1.235
C 2.107 2.745 1.316 -0.493
C 1.303 3.070 2.406 -1.619
C 0.108 2.402 2.600 -1.045
C -0.230 1.415 1.681 -0.746
C 0.538 1.086 0.587 1.621
H 3.938 4.389 -1.783 0.398
H 2.329 4.025 -1.091 0.313
H 2.770 3.406 -2.715 0.382
H 4.154 2.650 -0.245 0.420
H 4.260 1.470 -2.924 0.373
H 5.206 0.972 -1.482 0.343
H 5.477 2.579 -2.226 0.370
H 3.103 0.444 -0.655 0.053
H 2.013 1.331 -1.713 0.071
H 3.028 3.310 1.220 0.452
H 1.614 3.847 3.091 0.488
H -0.542 2.645 3.431 0.650
H -1.212 0.924 1.873 0.636
```

***

(5)
This record from the Open Molecules 2025 dataset describes a structure of composition C4H3LiO2Pm at a distorted geometry. The level of theory is ωB97M-V/def2-TZVPD.

LUMO energy (spin up / spin down) ... -9.92 / -9.77 eV
Net charge ... +2
HOMO-LUMO gap (spin up / spin down) ... 0.1596 / 0.1649 Ha
Spin multiplicity ... 6
Strongest force on any atom ... 4.39 eV Å⁻¹
HOMO level (spin up / spin down) ... -14.2606 / -14.2615 eV

```
11
Properties=species:S:1:pos:R:3:nbo_charge:R:1
Pm -1.835 -0.379 3.455 1.927
O -1.130 -0.057 0.872 -1.150
C -0.142 0.861 0.464 -0.130
H -0.454 1.860 0.110 0.203
H 0.589 1.047 1.271 0.178
C 1.722 -0.210 -1.219 -0.125
C 0.566 0.217 -0.679 -0.112
C 0.527 -1.133 -1.149 0.503
O 0.048 -2.080 -1.742 -0.532
Li -2.683 -0.103 -0.088 0.981
H 2.792 -0.024 -1.294 0.257
```

***

(6)
This record from the Open Molecules 2025 dataset describes a structure of composition C36H25N9S3Ti at a distorted geometry. The level of theory is ωB97M-V/def2-TZVPD.

LUMO energy ... -7.50 eV
Net charge ... +2
HOMO-LUMO gap ... 0.1910 Ha
Strongest force on any atom ... 2.26 eV Å⁻¹
HOMO level ... -12.6953 eV
ΔE to the lowest compared entry with this formula, charge and spin ... 50.2 kJ/mol

```
74
Properties=species:S:1:pos:R:3:nbo_charge:R:1
Ti -1.216 -0.156 -0.326 1.452
N 1.097 -3.685 -2.283 -0.514
C 0.723 -2.444 -1.985 0.383
N -0.357 -2.157 -1.316 -0.554
C -1.203 -3.184 -0.941 0.433
N -2.403 -2.864 -0.544 -0.339
N -2.646 -1.554 -0.481 -0.326
C -3.808 -1.077 -0.800 0.169
C -4.008 0.345 -0.706 0.122
C -5.183 0.958 -1.152 -0.170
C -5.287 2.335 -1.102 -0.129
C -4.256 3.061 -0.515 -0.139
C -3.141 2.380 -0.054 0.063
N -2.981 1.064 -0.191 -0.501
C -0.785 -4.556 -1.092 -0.165
C -1.510 -5.643 -0.595 -0.124
C -1.042 -6.924 -0.796 -0.190
C 0.129 -7.148 -1.521 -0.125
C 0.852 -6.088 -2.033 -0.250
C 0.404 -4.790 -1.812 0.245
H 1.918 -3.849 -2.854 0.444
H 1.350 -1.624 -2.315 0.241
H -4.604 -1.726 -1.158 0.249
H -5.978 0.348 -1.551 0.252
H -6.152 2.839 -1.502 0.257
H -4.307 4.133 -0.426 0.255
H -2.349 2.922 0.452 0.228
H -2.425 -5.448 -0.060 0.245
H -1.585 -7.765 -0.395 0.245
H 0.470 -8.158 -1.694 0.248
H 1.759 -6.258 -2.590 0.237
S -1.095 5.944 -1.485 -0.011
C -0.816 4.339 -1.655 -0.145
S -1.531 3.408 -2.994 0.473
C -1.007 1.947 -2.189 -0.121
N -0.350 2.149 -1.081 -0.338
N -0.152 3.480 -0.828 -0.295
C 0.827 3.871 0.126 0.179
C 1.456 5.108 0.033 -0.221
C 2.374 5.491 0.992 -0.183
C 2.692 4.643 2.041 -0.194
C 2.126 3.379 2.086 -0.193
C 1.198 2.988 1.137 -0.289
S -1.376 0.367 -2.715 -0.035
H 1.244 5.773 -0.786 0.246
H 2.839 6.461 0.908 0.237
H 3.378 4.962 2.809 0.234
H 2.410 2.689 2.866 0.224
H 0.794 1.985 1.156 0.224
N 8.507 -0.117 -1.141 -0.221
C 7.406 -0.063 -0.835 0.235
C 6.030 -0.061 -0.494 -0.124
C 5.459 -1.249 -0.030 -0.163
C 4.107 -1.307 0.228 -0.180
C 3.306 -0.176 0.028 -0.115
C 3.893 1.023 -0.396 -0.181
C 5.246 1.083 -0.652 -0.146
C 1.901 -0.238 0.179 0.208
C 0.680 -0.262 0.213 -0.545
H 6.089 -2.113 0.119 0.246
H 3.656 -2.221 0.585 0.223
H 3.268 1.893 -0.529 0.234
H 5.705 2.006 -0.975 0.247
C -2.193 0.047 4.586 -0.108
C -1.688 1.124 3.872 -0.214
C -1.465 0.977 2.513 0.052
N -1.687 -0.163 1.847 -0.517
C -2.171 -1.200 2.542 0.066
C -2.448 -1.130 3.900 -0.225
H -2.374 0.120 5.647 0.251
H -1.457 2.062 4.351 0.252
H -1.067 1.810 1.942 0.221
H -2.339 -2.128 2.005 0.218
H -2.852 -1.990 4.410 0.251
```

***

(7)
This record from the Open Molecules 2025 dataset describes a structure of composition C44H36IrN6O3S2. The level of theory is ωB97M-V/def2-TZVPD.

LUMO energy (spin up / spin down) ... -6.01 / -6.43 eV
Net charge ... +2
HOMO-LUMO gap (spin up / spin down) ... 0.2490 / 0.2333 Ha
Spin multiplicity ... 2
Strongest force on any atom ... 0.80 eV Å⁻¹
HOMO level (spin up / spin down) ... -12.7853 / -12.7829 eV
ΔE to the lowest compared entry with this formula, charge and spin ... 0.0 kJ/mol

```
92
Properties=species:S:1:pos:R:3:mulliken_spin:R:1
Ir 0.253 -0.708 -0.134 0.168
C -3.578 2.504 4.704 0.000
O -4.142 1.222 4.424 0.000
C -3.527 0.425 3.560 0.000
C -4.108 -0.868 3.430 0.001
C -3.533 -1.771 2.604 -0.001
C -2.352 -1.465 1.856 -0.010
C -1.660 -2.475 1.172 0.011
C -2.286 -3.770 0.767 -0.002
O -0.423 -2.355 0.835 -0.005
C -1.836 -0.124 1.924 0.001
O -0.885 0.342 1.169 -0.007
C -2.425 0.789 2.811 0.001
H -4.212 2.944 5.466 0.000
H -3.584 3.135 3.815 0.000
H -2.561 2.396 5.084 0.000
H -4.980 -1.103 4.023 0.000
H -3.955 -2.763 2.549 0.000
H -3.086 -4.104 1.420 0.000
H -1.529 -4.546 0.686 0.000
H -2.710 -3.605 -0.229 0.001
H -2.012 1.785 2.849 0.000
N 2.635 1.072 -3.168 0.000
C 2.334 2.435 -3.441 -0.001
C 3.028 3.090 -4.440 -0.001
C 2.739 4.418 -4.728 0.000
C 1.758 5.083 -4.015 0.000
C 1.058 4.420 -3.013 0.000
C 1.348 3.098 -2.727 0.002
S 0.414 2.293 -1.451 -0.002
N 1.113 0.736 -1.427 -0.011
C 2.025 0.316 -2.241 0.003
C 2.375 -1.121 -2.134 -0.003
C 3.382 -1.756 -2.834 0.002
C 3.573 -3.119 -2.651 0.002
C 2.741 -3.805 -1.783 -0.002
C 1.753 -3.106 -1.110 0.000
N 1.588 -1.792 -1.277 -0.006
H 3.312 0.637 -3.771 0.000
H 3.799 2.566 -4.994 0.000
H 3.282 4.926 -5.512 0.000
H 1.535 6.118 -4.231 0.000
H 0.284 4.933 -2.456 0.000
H 4.027 -1.216 -3.513 0.000
H 4.359 -3.634 -3.186 0.000
H 2.848 -4.867 -1.620 0.000
H 1.065 -3.588 -0.429 0.001
S 5.150 0.881 4.034 0.000
C 3.809 0.384 2.979 0.001
C 2.940 1.341 2.464 -0.002
C 1.922 0.950 1.619 -0.003
N 1.746 -0.331 1.260 -0.001
C 2.570 -1.259 1.766 -0.003
C 3.606 -0.944 2.617 -0.002
C 4.653 0.010 5.519 0.000
C 5.050 -1.296 5.757 0.000
C 4.608 -1.907 6.924 0.000
N 3.837 -1.301 7.821 0.000
C 3.490 -0.039 7.592 0.000
C 3.870 0.664 6.456 0.000
H 3.052 2.383 2.727 0.000
H 1.210 1.665 1.232 0.001
H 2.381 -2.284 1.476 0.001
H 4.251 -1.727 2.989 0.000
H 5.704 -1.821 5.074 0.000
H 4.895 -2.928 7.150 0.000
H 2.879 0.435 8.351 0.000
H 3.572 1.694 6.312 0.000
N -1.147 -0.891 -1.496 0.808
C -2.092 -0.474 -2.211 -0.068
C -2.284 -1.035 -3.576 0.079
C -3.554 -1.072 -4.145 -0.008
C -3.713 -1.538 -5.440 0.008
C -2.609 -1.952 -6.172 -0.008
C -1.342 -1.925 -5.603 0.007
C -1.179 -1.473 -4.305 0.030
C -2.996 0.636 -1.775 0.038
C -3.804 0.509 -0.654 -0.017
C -4.664 1.541 -0.305 -0.001
C -4.708 2.696 -1.070 0.000
C -3.901 2.818 -2.196 0.006
C -3.052 1.787 -2.558 -0.001
H -4.414 -0.748 -3.572 0.001
H -4.701 -1.572 -5.880 0.000
H -2.735 -2.298 -7.189 0.000
H -0.484 -2.254 -6.175 0.000
H -0.194 -1.446 -3.852 -0.010
H -3.793 -0.407 -0.081 -0.003
H -5.305 1.433 0.560 0.000
H -5.388 3.494 -0.807 0.000
H -3.947 3.714 -2.801 0.000
H -2.439 1.866 -3.448 0.001
```

***

(8)
This record from the Open Molecules 2025 dataset describes the molecule C8H13N2O2P at a distorted geometry. The level of theory is ωB97M-V/def2-TZVPD.

LUMO energy ... 0.63 eV
HOMO-LUMO gap ... 0.3396 Ha
Strongest force on any atom ... 4.28 eV Å⁻¹
HOMO level ... -8.6122 eV
ΔE to the lowest compared entry with this formula, charge and spin ... 205.4 kJ/mol
SMILES ... N=[P@](O)(CN)OCc1ccccc1

```
26
Properties=species:S:1:pos:R:3:nbo_charge:R:1
C 3.321 1.907 -1.897 -0.208
C 2.230 2.236 -2.663 -0.213
C 3.247 1.031 -0.827 -0.214
C 1.041 1.625 -2.443 -0.203
C 1.999 0.497 -0.563 -0.199
C 0.879 0.737 -1.353 -0.066
C -0.313 -0.152 -1.264 -0.073
C -1.056 -1.548 2.882 -0.374
N -3.166 0.056 0.873 -1.322
N -2.092 -1.855 3.804 -0.801
O -2.409 -2.123 -0.043 -1.017
O -0.505 -0.588 0.141 -0.844
P -1.929 -0.923 0.868 2.015
H 4.390 2.159 -2.066 0.213
H 2.411 2.991 -3.423 0.218
H 4.077 0.992 -0.174 0.215
H 0.151 1.666 -3.064 0.213
H 1.843 -0.061 0.417 0.222
H -1.324 0.484 -1.530 0.198
H -0.185 -0.927 -2.024 0.209
H -0.618 -2.565 2.704 0.210
H -0.311 -0.690 3.124 0.224
H -3.024 0.739 1.531 0.353
H -3.381 -2.152 -0.257 0.527
H -2.638 -1.009 3.898 0.358
H -2.638 -2.527 3.349 0.360
```

***

Question: What is the strongest force on any atom in the fifth record?
Answer: 4.39 eV Å⁻¹

***

Question: strongest force on any atom of number 6 (C36H25N9S3Ti)?
Answer: 2.26 eV Å⁻¹

***

Question: Number 4 is which compound?
Answer: C31H46NTi

***

Question: Which of these has the highest strongest force on any atom?
Answer: C4H3LiO2Pm